C5H10 | ωB97M-V with the def2-TZVPD basis set

Last column: Löwdin charge in e.
Cartesian coordinates (Å):
C: 1.7608 -0.5781 0.6282  -0.101
C: 0.2842 -0.4242 0.5407  -0.310
C: -0.6724 -0.6535 1.4165  0.029
H: 0.0604 -0.5364 -0.9220  0.130
H: 2.1909 -0.7979 -0.3594  0.074
H: 2.0529 -1.3831 1.3060  0.079
H: 2.2243 0.3499 0.9765  0.084
H: -1.6996 -0.4127 1.1402  0.055
H: -0.4784 -1.0253 2.4171  0.068
C: -0.3374 0.6871 -0.9723  -0.294
C: -1.6585 1.0471 -1.0592  -0.142
H: -1.9010 2.0980 -1.0923  0.022
H: 0.4712 1.4090 -0.9406  0.112
H: 0.1508 -0.1020 -1.8909  0.167
H: -2.4482 0.3221 -1.1885  0.027

Spin multiplicity ... 1
Maximum force ... 2.14 eV/A
Frontier orbital gap ... 7.150 eV
Energy relative to the best compared isomer or geometry (same formula, charge and spin) ... 159.3 kcal/mol

C5H10 | ωB97M-V with the def2-TZVPD basis set

Last column: Löwdin charge in e.
Cartesian coordinates (Å):
C: -1.4240 -1.9958 -0.2837  -0.128
C: -0.2818 -1.0832 0.0144  -0.189
C: -0.0727 0.0710 -0.6153  -0.147
C: 1.0128 1.0748 -0.3191  -0.262
C: 0.7850 1.8482 1.0161  -0.098
H: -1.0235 -2.8732 -0.7843  0.068
H: -2.2351 -1.6097 -0.9405  0.078
H: -2.0513 -2.1678 0.5925  0.068
H: 0.3399 -1.3791 0.8709  0.109
H: -0.7551 0.2522 -1.4593  0.106
H: 1.9631 0.5570 -0.1584  0.101
H: 1.1761 1.6658 -1.2291  0.098
H: 1.4209 2.7183 0.7764  0.070
H: 1.1807 1.1975 1.7829  0.062
H: -0.1957 2.2061 1.2928  0.063

Spin multiplicity ... 1
Structure (SMILES) ... C/C=C/CC
Maximum force ... 2.30 eV/A
Frontier orbital gap ... 10.305 eV
Energy relative to the best compared isomer or geometry (same formula, charge and spin) ... 28.3 kcal/mol

C5H10 | ωB97M-V with the def2-TZVPD basis set

Last column: Löwdin charge in e.
Cartesian coordinates (Å):
C: -1.9340 -0.5179 -0.0951  -0.081
C: -0.6585 0.0592 0.4457  -0.333
C: -0.0217 1.2975 -0.0164  -0.129
C: 0.6267 -0.0018 -0.4029  -0.293
C: 2.0234 -0.4867 0.0585  -0.066
H: -2.0469 -0.1882 -1.1150  0.068
H: -2.8517 -0.1627 0.4808  0.095
H: -1.9023 -1.6011 -0.0065  0.071
H: -0.4804 -0.2281 1.4970  0.139
H: -0.4371 1.8662 -0.8012  0.083
H: 0.3912 2.0472 0.6555  0.105
H: 0.3375 -0.2725 -1.3963  0.114
H: 1.8913 -1.6148 0.1236  0.089
H: 2.1756 -0.0564 1.0771  0.077
H: 2.8868 -0.1399 -0.5048  0.059

Spin multiplicity ... 1
Structure (SMILES) ... C[C@@H]1C[C@H]1C
Maximum force ... 2.53 eV/A
Frontier orbital gap ... 10.943 eV
Energy relative to the best compared isomer or geometry (same formula, charge and spin) ... 29.7 kcal/mol

C5H10 | ωB97M-V with the def2-TZVPD basis set

Last column: Löwdin charge in e.
Cartesian coordinates (Å):
C: 0.1131 0.9476 -0.5615  -0.096
C: 0.1807 -0.0669 0.5892  -0.043
C: 1.3160 -0.9173 0.8636  -0.544
C: 1.4470 -1.6179 -0.3483  0.047
C: 1.8183 -0.8083 2.1255  0.084
H: -0.4291 0.3512 -1.2926  0.066
H: -0.4396 1.8111 -0.1998  0.071
H: 1.1291 0.9981 -0.9498  0.076
H: -0.7679 -0.5427 0.8815  0.110
H: -5.9999 2.6612 -2.4755  0.000
H: 0.8632 -2.5305 -0.3367  0.062
H: 2.2352 -1.4985 -1.0730  0.053
H: -5.3709 3.0508 -2.4766  0.000
H: 2.8681 -0.8219 2.3986  0.050
H: 1.0368 -1.0160 2.8553  0.066

Spin multiplicity ... 1
Maximum force ... 3.66 eV/A
Frontier orbital gap ... 7.656 eV
Energy relative to the best compared isomer or geometry (same formula, charge and spin) ... 162.4 kcal/mol

C5H10 | ωB97M-V with the def2-TZVPD basis set

Last column: Löwdin charge in e.
Cartesian coordinates (Å):
C: 0.9052 0.6497 1.5362  -0.027
C: -0.4154 0.5065 1.6098  -0.256
C: -1.3885 0.9651 0.5636  -0.124
H: 1.3759 1.1307 0.6798  0.050
H: 1.5649 0.3015 2.3263  0.052
H: -0.8451 0.0254 2.4897  0.093
H: -2.0571 1.7372 0.9641  0.072
H: -2.0203 0.1358 0.2233  0.070
H: -0.8705 1.3718 -0.3105  0.068
C: 1.0035 -0.7058 -2.0041  -0.081
C: 0.2427 -1.5718 -1.3593  -0.082
H: 1.0976 -0.7108 -3.0898  0.047
H: 1.5769 0.0548 -1.4736  0.035
H: 0.1598 -1.5528 -0.2724  0.035
H: -0.3296 -2.3372 -1.8832  0.049

Spin multiplicity ... 1
Structure (SMILES) ... C=CC.C=C
Maximum force ... 0.37 eV/A
Frontier orbital gap ... 10.970 eV
Energy relative to the best compared isomer or geometry (same formula, charge and spin) ... 40.4 kcal/mol

C5H10BN | ωB97M-V with the def2-TZVPD basis set

Last column: Löwdin charge in e.
Cartesian coordinates (Å):
C: 1.7027 -1.8691 0.2549  -0.151
C: 1.6153 -0.3473 0.1738  -0.182
B: 0.0122 0.3017 0.1171  -0.114
C: 0.1185 1.8876 0.0552  -0.055
C: -1.5634 -0.0555 0.1365  -0.202
N: -2.6294 -0.0743 0.8082  0.126
C: -2.7999 -0.0332 -0.6575  -0.155
H: 1.2396 -2.2331 1.1697  0.070
H: 2.7352 -2.2067 0.2398  0.063
H: 1.1893 -2.3263 -0.5876  0.068
H: 2.1168 0.0090 -0.7243  0.086
H: 2.1012 0.1093 1.0340  0.091
H: -0.6505 2.3712 -0.5420  0.059
H: 1.0877 2.2358 -0.2959  0.057
H: -0.0038 2.2666 1.0717  0.081
H: -3.1383 0.9002 -1.0979  0.081
H: -3.1332 -0.9359 -1.1556  0.077

Spin multiplicity ... 1
Structure (SMILES) ... CCB(C)C1=NC1
Maximum force ... 3.07 eV/A
Frontier orbital gap ... 10.178 eV
Energy relative to the best compared isomer or geometry (same formula, charge and spin) ... 73.3 kcal/mol

What is the energy relative to the best compared isomer or geometry (same formula, charge and spin) in the third record? 29.7 kcal/mol